No. 1
4 unconnected molecules or ions with the total composition C24H20N4O8 at a distorted geometry. Source: the Open Molecules 2025 dataset; level of theory: ωB97M-V with the def2-TZVPD basis set.

Structure (ORCA input):
```
! wB97M-V def2-TZVPD RIJCOSX def2/J DEFGRID3
* xyz 0 1
O -12.508 -30.521 49.348
N -13.162 -31.595 49.469
O -12.574 -32.674 49.627
C -14.533 -31.551 49.857
C -15.284 -32.731 50.488
C -16.703 -32.699 50.786
C -17.540 -31.367 50.431
C -16.914 -30.280 49.844
C -15.408 -30.208 49.659
H -14.641 -33.703 50.643
H -17.267 -33.614 51.217
H -18.592 -31.530 50.560
H -17.302 -29.426 49.748
H -14.789 -29.231 49.318
O -15.305 -29.311 53.490
N -14.638 -28.248 53.680
O -15.004 -27.305 54.285
C -13.193 -28.247 53.433
C -12.234 -27.491 54.304
C -10.749 -27.388 53.958
C -10.259 -27.959 52.663
C -11.206 -28.782 51.856
C -12.623 -29.055 52.282
H -12.668 -27.173 55.233
H -10.089 -26.867 54.528
H -9.273 -28.192 52.307
H -10.846 -29.375 50.810
H -13.030 -29.690 51.650
O -12.640 -25.122 52.221
N -12.839 -25.770 51.049
O -13.918 -25.996 50.789
C -11.701 -26.041 50.181
C -12.018 -26.721 48.889
C -10.813 -26.673 47.847
C -9.461 -26.207 48.217
C -9.260 -25.646 49.527
C -10.291 -25.535 50.634
H -12.951 -27.268 48.676
H -10.986 -27.031 46.739
H -8.663 -26.149 47.431
H -8.067 -25.477 49.591
H -10.238 -25.234 51.581
O -8.834 -29.858 54.930
N -8.893 -30.726 53.921
O -8.050 -30.805 53.054
C -10.136 -31.442 53.729
C -11.429 -31.120 54.592
C -12.777 -31.785 54.409
C -12.799 -32.944 53.308
C -11.688 -33.328 52.592
C -10.281 -32.710 52.861
H -11.442 -30.315 55.279
H -13.701 -31.679 54.968
H -13.888 -33.335 53.126
H -11.714 -34.203 52.235
H -9.525 -32.900 52.258
*
```

The energy above the lowest of the compared OMol25 structures with the same formula, charge and spin comes out at 2244.7 kJ/mol. The value obtained for the gap between HOMO and LUMO is 7.3 eV. The value obtained for the max |F| is 10.33 eV Å⁻¹.

No. 2
A molecular structure, C24H21ClGaNO7PS at a distorted geometry. Source: the Open Molecules 2025 dataset; level of theory: ωB97M-V with the def2-TZVPD basis set.

Structure (ORCA input):
```
! wB97M-V def2-TZVPD RIJCOSX def2/J DEFGRID3
* xyz 1 1
Ga 0.141 -0.114 -0.184
O 2.162 2.932 -0.845
S 0.957 2.222 -0.634
O 0.688 1.108 -1.614
O 0.793 1.582 0.709
C -0.449 3.293 -0.818
C -0.287 4.614 -1.195
C -1.407 5.419 -1.353
C -2.671 4.899 -1.117
C -2.824 3.579 -0.728
C -1.705 2.759 -0.575
P -2.005 1.030 -0.047
C -2.697 1.231 1.613
C -3.593 0.304 2.144
C -4.118 0.517 3.408
C -3.730 1.621 4.151
C -2.808 2.519 3.635
C -2.289 2.333 2.366
C -3.219 0.461 -1.262
C -4.583 0.423 -1.000
C -5.440 -0.080 -1.964
C -4.940 -0.526 -3.176
C -3.583 -0.437 -3.454
C -2.714 0.049 -2.494
H 0.713 4.986 -1.356
H -1.296 6.449 -1.654
H -3.545 5.521 -1.244
H -3.811 3.188 -0.522
H -3.860 -0.569 1.566
H -4.833 -0.178 3.819
H -4.140 1.782 5.136
H -2.493 3.369 4.220
H -1.572 3.034 1.956
H -4.969 0.767 -0.051
H -6.499 -0.135 -1.761
H -5.610 -0.949 -3.908
H -3.209 -0.761 -4.412
H -1.642 0.098 -2.679
O -1.030 -3.771 0.166
Cl -1.032 -2.395 0.094
O -2.305 -1.822 0.149
O -0.234 -1.822 1.161
O -0.370 -1.960 -1.127
N 2.113 -0.964 -0.033
C 3.305 -0.140 -0.044
C 3.917 0.161 1.164
C 5.067 0.931 1.168
C 5.594 1.399 -0.024
C 4.976 1.095 -1.226
C 3.830 0.315 -1.245
H 2.076 -1.468 0.860
H 2.166 -1.647 -0.796
H 3.497 -0.209 2.092
H 5.547 1.168 2.104
H 6.483 2.009 -0.010
H 5.386 1.473 -2.149
H 3.345 0.063 -2.181
*
```

The energy above the lowest of the compared OMol25 structures with the same formula, charge and spin comes out at 41.0 kJ/mol. The value obtained for the gap between HOMO and LUMO is 9.2 eV. The value obtained for the max |F| is 2.16 eV Å⁻¹.

No. 3
A molecular structure, C24H21ClIN8O4Pd. Source: the Open Molecules 2025 dataset; level of theory: ωB97M-V with the def2-TZVPD basis set.

Structure (ORCA input):
```
! wB97M-V def2-TZVPD RIJCOSX def2/J DEFGRID3
* xyz 1 1
Pd -2.231 1.557 1.114
C 2.954 3.450 0.417
N 1.719 2.835 0.908
C 0.546 2.710 0.307
N -0.272 2.040 1.113
C 0.481 1.785 2.225
N 1.693 2.252 2.127
C 3.423 2.834 -0.877
C 4.096 3.606 -1.814
C 4.577 3.028 -2.983
C 4.361 1.686 -3.240
C 3.666 0.916 -2.311
C 3.216 1.484 -1.127
C 3.352 -0.481 -2.610
N 3.663 -1.181 -3.640
N 3.032 -2.414 -3.481
C 2.396 -2.351 -2.368
O 2.551 -1.155 -1.740
C 1.482 -3.326 -1.771
C 1.032 -4.396 -2.541
C 0.091 -5.262 -2.016
C -0.418 -5.052 -0.741
C 0.044 -3.999 0.041
C -0.491 -3.840 1.438
N -0.960 -2.482 1.750
C -1.117 -1.413 0.987
N -1.598 -0.413 1.724
C -1.743 -0.974 2.964
N -1.357 -2.220 3.013
C 1.015 -3.148 -0.475
H 3.670 3.289 1.222
H 2.800 4.523 0.313
H 0.305 3.102 -0.666
H 0.106 1.283 3.099
H 4.253 4.663 -1.632
H 5.107 3.635 -3.703
H 4.706 1.229 -4.157
H 2.698 0.867 -0.404
H 1.414 -4.523 -3.544
H -0.266 -6.094 -2.607
H -1.175 -5.720 -0.348
H 0.257 -4.075 2.196
H -1.336 -4.509 1.592
H -0.847 -1.372 -0.052
H -2.089 -0.431 3.824
H 1.413 -2.339 0.126
C -4.424 1.579 -1.112
C -3.310 0.717 -0.654
O -2.905 -0.334 -0.886
H -4.958 0.989 -1.859
H -4.029 2.504 -1.519
H -5.048 1.804 -0.249
I -2.661 4.008 0.465
Cl -6.566 0.582 3.080
C -5.157 1.294 3.877
C -3.929 1.390 3.015
O -2.828 1.641 3.506
O -4.077 1.217 1.726
H -4.912 0.705 4.758
H -5.412 2.302 4.201
*
```

The energy above the lowest of the compared OMol25 structures with the same formula, charge and spin comes out at 25.1 kJ/mol. The value obtained for the gap between HOMO and LUMO is 7.0 eV. The value obtained for the max |F| is 0.69 eV Å⁻¹.

No. 4
A molecular structure, C24H21FMnN4O8 at a distorted geometry. Source: the Open Molecules 2025 dataset; level of theory: ωB97M-V with the def2-TZVPD basis set.

Structure (ORCA input):
```
! wB97M-V def2-TZVPD RIJCOSX def2/J DEFGRID3
* xyz 1 5
Mn 0.220 -0.243 -4.761
O 0.095 5.856 -4.589
C 0.199 4.474 -4.654
C 1.397 3.828 -4.793
C 1.384 2.436 -4.921
N 0.220 1.762 -4.946
C -0.976 2.388 -4.792
C -1.044 3.782 -4.668
C -2.114 1.428 -4.837
O -3.242 1.785 -4.649
O -1.712 0.170 -5.082
C 2.512 1.477 -5.083
O 3.658 1.876 -5.089
O 2.113 0.223 -5.209
H 0.970 6.283 -4.702
H 2.344 4.405 -4.850
H -1.964 4.377 -4.625
F 0.315 2.465 1.469
C 0.144 1.138 1.194
C 0.145 0.770 -0.119
C -0.031 -0.600 -0.488
C 0.049 -0.932 -1.915
O 0.244 0.015 -2.688
C -0.096 -2.348 -2.203
C -0.284 -3.196 -1.160
N -0.161 -2.923 0.175
C -0.152 -3.947 1.165
C 1.127 -4.179 1.949
C 0.685 -5.164 0.911
C -0.153 -1.569 0.535
C -0.188 -1.149 1.861
C -0.043 0.201 2.279
N -0.155 0.529 3.617
C -0.521 1.871 4.006
C -0.896 1.957 5.496
N -1.457 0.662 6.014
C -0.519 -0.526 5.890
C 0.436 -0.285 4.674
C 0.086 -2.956 -3.541
O 0.113 -4.168 -3.739
O 0.174 -2.101 -4.565
H 0.217 1.503 -0.899
H -0.451 -4.237 -1.430
H -1.046 -4.115 1.808
H 0.954 -4.456 2.977
H 1.875 -3.453 1.633
H 0.284 -6.075 1.286
H 1.180 -5.146 -0.040
H -0.276 -1.876 2.648
H -1.377 2.223 3.414
H 0.294 2.594 3.824
H -1.665 2.730 5.606
H -0.048 2.241 6.157
H -2.343 0.461 5.486
H -1.707 0.811 6.998
H -1.091 -1.447 5.826
H 0.106 -0.590 6.778
H 0.801 -1.235 4.256
H 1.373 0.197 5.105
*
```

The energy above the lowest of the compared OMol25 structures with the same formula, charge and spin comes out at 0.0 kJ/mol. The value obtained for the gap between HOMO and LUMO (spin up / spin down) is 7.6 / 7.7 eV. The value obtained for the max |F| is 2.80 eV Å⁻¹.